ORCA calculation (the ωB97M-V functional and the def2-TZVPD basis) on a single C4H7N3 molecule at a distorted geometry.

The geometry in XYZ format:
```
14
Properties=species:S:1:pos:R:3:forces:R:3
H -0.362 1.908 -2.192 -0.12 -0.05 -0.01
N 0.157 1.194 -1.692 -0.14 0.19 0.29
C -0.027 1.283 -0.434 0.17 0.01 -0.23
C -0.957 2.211 0.211 -0.61 0.70 0.42
N -1.730 2.879 0.753 0.70 -0.54 -0.53
N 0.629 0.488 0.466 0.10 0.29 0.13
C 0.971 -0.867 0.069 -0.09 -0.04 -0.06
C -0.256 -1.755 0.405 0.05 -0.17 -0.08
H 0.265 0.517 1.407 -0.01 0.25 -0.06
H 1.177 -0.865 -1.005 -0.14 0.07 0.22
H 1.927 -1.110 0.555 -0.53 -0.35 0.06
H -1.121 -1.128 0.673 0.36 -0.11 -0.13
H -0.100 -2.429 1.249 0.14 -0.04 -0.14
H -0.573 -2.326 -0.466 0.11 -0.21 0.10
```
Forces are in eV/Å.

- energy relative to the best compared isomer or geometry (same formula, charge and spin) (kJ/mol) = 73.0
- LUMO (Ha) = 0.02546
- structure (SMILES) = [H]/N=C(\C#N)NCC
- max |F| (eV/Å) = 1.0
- DFT total energy (hartree) = -320.85551
- total charge = 0
- HOMO-LUMO gap (eV) = 10.40
- HOMO (eV) = -9.71

Here are the natural (NBO) charges for atoms 1 to 5, given in e: number 1, H, carries 0.357; number 2, N, carries -0.657; number 3, C, carries 0.332; number 4, C, carries 0.203; number 5, N, carries -0.271